# 1
The following is a quantum chemistry calculation of a molecular structure, C13H23BeFNP at a distorted geometry, from OMol25.

Last column: Mulliken charge in e.
CARTESIAN COORDINATES (ANGSTROEM)
1 C -0.12 -3.16 2.07  -0.6508
2 C -0.04 -1.91 2.69  -0.8772
3 C -0.36 -0.74 1.97  -0.3483
4 C -0.74 -0.83 0.65  1.1388
5 C -0.82 -2.07 0.02  0.9119
6 C -0.53 -3.25 0.73  -0.7336
7 C -0.27 0.61 2.62  -1.1484
8 C 0.01 1.79 1.66  -0.9097
9 N 1.30 1.85 1.07  0.1966
10 Be -1.16 0.75 -0.05  -0.4759
11 C -1.19 -2.09 -1.45  -1.2273
12 P -0.88 -0.38 -2.10  0.7960
13 H 0.27 -1.80 3.73  0.3642
14 H -0.61 -4.21 0.22  0.4045
15 H 0.14 -4.06 2.63  0.3625
16 H -2.26 -2.31 -1.59  0.4294
17 H -0.62 -2.84 -2.02  0.4723
18 H -1.23 0.85 3.10  0.4935
19 H 0.48 0.59 3.43  0.3793
20 H -0.76 1.88 0.81  0.6964
21 C -1.66 -0.42 -3.74  -1.2050
22 C 0.90 -0.54 -2.49  -1.3718
23 H -0.12 2.73 2.23  0.5104
24 C 2.19 0.75 0.86  -0.7988
25 C 1.88 3.16 0.90  -0.9475
26 H -1.70 2.54 -1.29  -0.2180
27 H 3.22 1.13 0.98  0.4103
28 H 2.04 -0.08 1.57  0.2957
29 H 2.11 0.36 -0.17  0.0336
30 H 2.97 3.10 1.05  0.2980
31 H 1.70 3.55 -0.12  0.2682
32 H 1.47 3.88 1.63  0.3264
33 H 1.04 -1.29 -3.28  0.4053
34 H 1.27 0.43 -2.84  0.3684
35 H 1.47 -0.85 -1.61  0.3714
36 H -1.37 -1.31 -4.31  0.3777
37 H -2.75 -0.41 -3.63  0.3416
38 H -1.36 0.47 -4.30  0.3882
39 H -1.29 3.06 -1.71  0.1861
40 F -2.59 1.09 0.08  -0.3144

The value obtained for the energy is -1019.87013 hartree. The value obtained for the lowest unoccupied orbital energy is 0.71 eV. The HOMO-LUMO gap is 8.8 eV. The calculation puts the largest force on an atom at 3.42 eV/Å. The HOMO energy is -0.297 Eh.

---

# 2
The following is a quantum chemistry calculation of 2 unconnected molecules or ions with the total composition C5H7N3O2 at a distorted geometry, from OMol25.

Last column: Mulliken charge in e.
CARTESIAN COORDINATES (ANGSTROEM)
1 C 3.41 2.98 -0.80  0.0050
2 C 4.12 -1.32 0.84  0.7621
3 C 0.10 -0.83 -0.62  -1.2031
4 C -0.24 0.89 1.23  -1.5316
5 C 0.77 0.05 0.41  0.4937
6 N 2.75 2.20 -1.41  -0.0848
7 N 1.82 1.27 -1.26  -0.2602
8 N 1.70 1.02 -0.03  0.0045
9 O 3.40 -2.12 0.41  -0.3838
10 O 4.92 -0.59 1.25  -0.3674
11 H -0.37 -0.08 -1.22  0.3776
12 H 1.03 -1.34 -1.03  0.2687
13 H -0.53 -1.53 -0.14  0.4066
14 H -0.88 0.25 1.77  0.4135
15 H -0.81 1.47 0.62  0.4301
16 H 0.30 1.40 2.05  0.3777
17 H 1.26 -0.60 1.03  0.2915

The value obtained for the energy is -509.34203 hartree. The value obtained for the lowest unoccupied orbital energy is -0.38 eV. The HOMO-LUMO gap is 9.8 eV. The calculation puts the largest force on an atom at 3.78 eV/Å. The HOMO energy is -0.375 Eh.

---

# 3
The following is a quantum chemistry calculation of a molecular structure, C19H34ClN2O4SY, from OMol25.

Last column: Mulliken charge in e.
CARTESIAN COORDINATES (ANGSTROEM)
1 Y -1.91 -0.17 -0.33  1.0723
2 C -1.96 2.35 3.57  -1.7267
3 C -3.08 2.33 2.53  0.5098
4 C -4.41 2.77 3.16  -1.4016
5 C -3.28 0.97 1.89  0.5507
6 C -2.77 -0.22 2.44  -0.2194
7 C -3.11 -1.46 1.91  -0.9294
8 C -4.00 -1.58 0.83  0.7878
9 C -4.47 -2.92 0.33  -1.3926
10 C -4.50 -0.39 0.28  -0.7393
11 C -4.13 0.85 0.78  -0.6697
12 H -1.72 3.39 3.83  0.4337
13 H -1.04 1.89 3.22  0.4071
14 H -2.27 1.86 4.50  0.3945
15 H -2.83 3.04 1.74  0.3229
16 H -4.74 2.04 3.91  0.3879
17 H -5.21 2.88 2.42  0.4005
18 H -4.28 3.73 3.67  0.4093
19 H -2.16 -0.17 3.33  0.5377
20 H -2.76 -2.36 2.40  0.5311
21 H -5.54 -2.89 0.12  0.4029
22 H -4.30 -3.70 1.08  0.4310
23 H -3.97 -3.22 -0.59  0.2763
24 H -5.24 -0.45 -0.51  0.3846
25 H -4.59 1.74 0.37  0.5962
26 C 4.42 2.95 -2.36  -1.2129
27 C 4.15 2.24 -1.04  -0.1482
28 C 2.72 2.43 -0.52  -0.5661
29 C 1.64 1.90 -1.46  -0.7676
30 N 1.84 0.49 -1.82  -0.0402
31 C 1.49 -0.58 -1.12  0.4815
32 S 0.57 -0.39 0.36  -0.3583
33 N 1.91 -1.77 -1.50  -0.1692
34 C 1.70 -3.06 -0.82  -0.8260
35 C 2.76 -3.36 0.23  -0.3903
36 C 4.16 -3.65 -0.33  -0.5900
37 C 4.92 -2.41 -0.83  -0.9220
38 H 5.47 2.89 -2.62  0.3912
39 H 4.15 4.01 -2.30  0.2955
40 H 3.86 2.52 -3.20  0.2788
41 H 4.83 2.61 -0.27  0.3979
42 H 4.37 1.17 -1.13  -0.0270
43 H 2.53 3.49 -0.37  0.4627
44 H 2.61 1.94 0.45  0.2460
45 H 1.64 2.46 -2.40  0.6054
46 H 0.66 2.02 -1.02  0.0034
47 H 2.42 0.33 -2.63  0.3390
48 H 2.51 -1.80 -2.30  0.3195
49 H 1.71 -3.83 -1.59  0.5249
50 H 0.71 -3.06 -0.36  0.1509
51 H 2.42 -4.22 0.80  0.4087
52 H 2.81 -2.51 0.93  0.2162
53 H 4.08 -4.38 -1.14  0.2858
54 H 4.74 -4.13 0.45  0.3533
55 H 4.64 -2.11 -1.84  0.1954
56 H 6.00 -2.61 -0.86  0.4320
57 H 4.77 -1.56 -0.16  0.1995
58 O -2.09 1.44 -1.89  -0.6033
59 Cl -2.20 0.35 -2.91  1.9447
60 O -2.28 0.83 -4.22  -0.4956
61 O -3.33 -0.44 -2.44  -0.5938
62 O -1.02 -0.48 -2.62  -0.5796

The value obtained for the energy is -2050.87978 hartree. The value obtained for the lowest unoccupied orbital energy is -7.30 eV. The HOMO-LUMO gap is 8.2 eV. The calculation puts the largest force on an atom at 0.71 eV/Å. The charge is +2. The HOMO energy is -0.570 Eh.

---

# 4
The following is a quantum chemistry calculation of a molecular structure, C35H26Cl3N6OPdS2, from OMol25.

Last column: Mulliken charge in e.
CARTESIAN COORDINATES (ANGSTROEM)
1 Pd 1.35 1.11 -1.76  -0.1622
2 C -5.05 -7.09 7.03  -0.8384
3 O -4.19 -6.03 7.40  -0.4625
4 C -3.65 -5.29 6.40  0.9738
5 C -3.86 -5.51 5.04  -0.3636
6 C -3.26 -4.68 4.11  -0.8833
7 C -2.44 -3.62 4.49  0.3896
8 C -2.23 -3.41 5.86  -0.4396
9 C -2.82 -4.23 6.80  -0.7871
10 C -1.83 -2.79 3.46  0.1996
11 N -1.96 -2.99 2.17  -0.8119
12 C -1.21 -2.04 1.56  0.4311
13 C -0.59 -1.23 2.51  -0.0271
14 N -1.00 -1.73 3.72  -0.1576
15 C 0.31 -0.19 2.17  0.2986
16 C 1.03 0.60 3.08  -0.2651
17 C 1.94 1.51 2.60  -1.5847
18 C 2.15 1.60 1.22  -0.4439
19 N 1.46 0.89 0.35  -0.1171
20 C 0.52 0.02 0.79  0.3454
21 C -0.19 -0.73 -0.21  0.2223
22 N -0.02 -0.38 -1.51  0.0668
23 C -0.57 -1.15 -2.45  -0.0601
24 C -1.34 -2.26 -2.15  -1.1938
25 C -1.60 -2.59 -0.84  -0.4366
26 C -1.02 -1.81 0.16  0.3106
27 H -5.38 -7.53 7.97  0.2391
28 H -4.53 -7.85 6.44  0.3340
29 H -5.91 -6.73 6.47  0.3395
30 H -4.48 -6.32 4.70  0.3786
31 H -3.40 -4.85 3.05  0.4767
32 H -1.59 -2.61 6.21  0.2892
33 H -2.66 -4.08 7.85  0.4041
34 H -0.75 -1.37 4.62  0.1851
35 H 0.89 0.47 4.14  0.4021
36 H 2.51 2.15 3.27  0.4440
37 H 2.92 2.25 0.81  0.9459
38 H -0.40 -0.85 -3.47  0.3742
39 H -1.75 -2.85 -2.96  0.4271
40 H -2.24 -3.42 -0.56  0.5994
41 S -0.16 3.49 -0.78  -0.3176
42 C 1.12 4.52 -1.08  0.2577
43 N 1.92 4.99 -0.13  -0.1323
44 C 3.08 5.79 -0.49  -0.4921
45 C 2.96 6.12 -1.98  -0.3253
46 S 1.46 5.27 -2.61  -0.1280
47 H 1.87 4.58 0.79  0.2384
48 H 4.03 5.26 -0.34  -0.0137
49 H 3.10 6.69 0.12  0.3169
50 H 3.83 5.76 -2.52  0.2443
51 H 2.83 7.19 -2.16  0.3786
52 Cl 6.11 5.17 -1.13  -0.8061
53 C 5.19 1.09 -1.43  0.3536
54 Cl 5.67 0.69 0.18  -0.2593
55 Cl 6.31 0.72 -2.69  -0.2500
56 C 4.02 1.68 -1.65  -0.0246
57 N 2.97 2.22 -1.84  -0.3731
58 C -2.25 2.14 -5.89  -0.4772
59 C -2.24 2.12 -4.48  -0.9742
60 C -1.10 1.83 -3.80  0.1789
61 C 0.11 1.52 -4.48  1.0735
62 C 1.30 1.15 -3.77  -0.4755
63 C 2.42 0.83 -4.51  0.0361
64 C 2.43 0.94 -5.91  -0.7884
65 C 1.31 1.31 -6.59  -0.8362
66 C 0.11 1.56 -5.90  0.7912
67 C -1.10 1.88 -6.58  -0.7903
68 H -3.16 2.37 -6.42  0.3868
69 H -3.15 2.35 -3.94  0.4150
70 H -1.09 1.85 -2.72  0.2957
71 H 3.33 0.50 -4.01  0.3382
72 H 3.36 0.74 -6.44  0.4033
73 H 1.33 1.41 -7.67  0.3528
74 H -1.09 1.91 -7.66  0.3612

The value obtained for the energy is -4058.07595 hartree. The value obtained for the lowest unoccupied orbital energy is 1.15 eV. The HOMO-LUMO gap is 5.3 eV. The calculation puts the largest force on an atom at 0.90 eV/Å. The charge is -1. The HOMO energy is -0.152 Eh.

---

# 5
The following is a quantum chemistry calculation of C25H25FN4O3 in the gas phase, from OMol25.

Last column: Mulliken charge in e.
CARTESIAN COORDINATES (ANGSTROEM)
1 C -1.33 -0.87 2.23  -1.3202
2 C -1.02 -1.89 1.13  0.2001
3 C -2.31 -2.38 0.44  0.1364
4 O -2.66 -3.53 0.53  -0.7017
5 N -2.97 -1.43 -0.24  0.1823
6 C -4.25 -1.68 -0.87  -0.9323
7 C -5.40 -1.05 -0.07  -1.0526
8 C -5.20 0.43 0.06  0.1373
9 C -5.47 1.30 -0.99  -0.2075
10 C -5.23 2.66 -0.89  -0.7495
11 C -4.71 3.18 0.28  -0.3877
12 C -4.44 2.35 1.35  -0.5726
13 C -4.68 1.00 1.22  0.7201
14 F -4.42 0.20 2.28  -0.4210
15 N -0.04 -1.36 0.18  0.2074
16 C -0.15 -0.16 -0.54  0.6013
17 O -1.08 0.61 -0.51  -0.8122
18 N 0.96 -0.05 -1.31  0.1451
19 C 1.41 1.20 -1.88  -1.0979
20 C 2.43 1.88 -0.96  -0.5633
21 C 3.39 0.86 -0.42  0.2456
22 C 3.14 -0.48 -0.44  -0.5981
23 N 4.16 -1.17 0.14  -0.0351
24 C 5.10 -0.27 0.57  -0.3617
25 C 6.31 -0.48 1.22  -0.8648
26 C 7.06 0.63 1.53  -0.4471
27 C 6.64 1.92 1.19  -0.6611
28 C 5.44 2.13 0.54  -0.4218
29 C 4.65 1.03 0.22  0.4133
30 C 1.91 -1.10 -1.03  1.7913
31 C 2.23 -1.95 -2.27  -1.8088
32 C 1.17 -1.95 0.00  0.3201
33 O 1.59 -2.94 0.55  -0.6890
34 H -2.09 -1.27 2.89  0.4312
35 H -1.69 0.06 1.80  0.1042
36 H -0.43 -0.67 2.81  0.4412
37 H -0.54 -2.77 1.56  0.4479
38 H -2.61 -0.48 -0.27  0.0793
39 H -4.23 -1.27 -1.88  0.4023
40 H -4.38 -2.76 -0.91  0.5246
41 H -6.34 -1.26 -0.58  0.4586
42 H -5.43 -1.51 0.92  0.3222
43 H -5.87 0.89 -1.91  0.4397
44 H -5.45 3.31 -1.72  0.4004
45 H -4.52 4.24 0.37  0.3916
46 H -4.04 2.73 2.28  0.4651
47 H 0.54 1.83 -2.03  0.4629
48 H 1.87 0.97 -2.85  0.3779
49 H 2.96 2.66 -1.51  0.4979
50 H 1.91 2.36 -0.12  0.2610
51 H 4.15 -2.16 0.33  0.2849
52 H 6.64 -1.47 1.49  0.4033
53 H 8.01 0.51 2.04  0.3837
54 H 7.26 2.76 1.44  0.3949
55 H 5.11 3.13 0.28  0.4340
56 H 2.79 -2.83 -1.97  0.3750
57 H 2.83 -1.37 -2.98  0.3897
58 H 1.31 -2.26 -2.76  0.4322

The value obtained for the energy is -1512.40138 hartree. The value obtained for the lowest unoccupied orbital energy is 0.61 eV. The HOMO-LUMO gap is 8.7 eV. The calculation puts the largest force on an atom at 0.60 eV/Å. Its SMILES is C[C@@H](C(=O)NCCc1ccccc1F)N1C(=O)N2CCc3c([nH]c4ccccc34)[C@@]2(C)C1=O. The HOMO energy is -0.298 Eh.

---

# 6
The following is a quantum chemistry calculation of a molecular structure, C20H32I2N2O7S at a distorted geometry, from OMol25.

Last column: Mulliken charge in e.
CARTESIAN COORDINATES (ANGSTROEM)
1 O 2.34 -5.10 2.81  -0.4411
2 C 2.64 -4.33 1.93  -0.1879
3 C 1.62 -3.26 1.39  -0.6531
4 C 0.12 -3.66 1.52  1.3397
5 C -0.91 -2.75 2.19  -0.5053
6 I -0.38 -0.82 3.04  0.0968
7 C -2.34 -3.08 2.30  -0.6970
8 C -2.91 -4.36 1.77  0.3182
9 N -4.21 -4.84 1.75  -0.6376
10 S -4.04 -6.33 0.97  0.1956
11 N -2.42 -6.49 0.60  -0.5608
12 C -1.90 -5.28 1.10  0.9489
13 C -0.43 -4.92 0.98  -0.5494
14 I 0.79 -6.35 -0.07  0.0797
15 H 3.67 -4.40 1.44  0.3328
16 H 1.81 -2.97 0.31  0.3228
17 H 1.81 -2.31 1.98  0.2056
18 H -3.05 -2.35 2.78  0.3457
19 C -0.09 5.42 0.40  -0.7528
20 O 0.86 4.88 1.29  -0.2815
21 C 0.51 3.58 1.74  -0.2336
22 C 1.75 2.72 1.95  -0.2770
23 O 2.34 2.25 0.73  -0.3567
24 C 3.01 3.23 -0.07  -0.4050
25 C 4.31 3.73 0.53  -0.6319
26 O 4.05 4.66 1.58  -0.2753
27 C 5.02 4.61 2.61  -0.7922
28 H -1.02 5.65 0.92  0.3322
29 H 0.32 6.35 -0.01  0.2388
30 H -0.28 4.74 -0.44  0.3043
31 H -0.16 3.08 1.03  0.0664
32 H -0.02 3.69 2.70  0.3996
33 H 1.44 1.81 2.48  0.1851
34 H 2.48 3.21 2.58  0.2253
35 H 2.34 4.04 -0.34  0.1827
36 H 3.26 2.71 -1.00  0.3974
37 H 4.89 4.26 -0.23  0.4159
38 H 4.90 2.88 0.90  0.3457
39 H 5.13 3.59 2.99  0.3511
40 H 4.68 5.25 3.43  0.2325
41 H 5.98 4.98 2.24  0.3277
42 C -2.42 -3.35 -3.99  -0.8312
43 O -1.84 -2.10 -3.66  -0.1967
44 C -2.32 -1.03 -4.46  -0.6087
45 C -2.39 0.26 -3.66  -0.1787
46 O -3.48 0.31 -2.74  -0.4872
47 C -3.40 -0.53 -1.60  -0.4718
48 C -2.35 -0.10 -0.58  -0.2903
49 O -1.05 -0.45 -1.04  -0.1055
50 C -0.06 0.47 -0.61  -0.6315
51 H -2.07 -3.67 -4.98  0.3254
52 H -2.11 -4.08 -3.25  0.2175
53 H -3.51 -3.28 -3.98  0.3727
54 H -3.31 -1.26 -4.87  0.3633
55 H -1.61 -0.90 -5.29  0.3971
56 H -2.56 1.08 -4.36  0.4325
57 H -1.45 0.48 -3.15  -0.0177
58 H -3.28 -1.58 -1.88  0.1452
59 H -4.38 -0.46 -1.11  0.4451
60 H -2.52 -0.63 0.37  0.2119
61 H -2.43 0.98 -0.41  0.2886
62 H -0.32 1.49 -0.91  0.4096
63 H 0.88 0.21 -1.10  0.3228
64 H 0.08 0.41 0.47  -0.0645

The value obtained for the energy is -2410.82097 hartree. The value obtained for the lowest unoccupied orbital energy is -1.33 eV. The HOMO-LUMO gap is 7.4 eV. The calculation puts the largest force on an atom at 4.58 eV/Å. The HOMO energy is -0.322 Eh.